Below is C43H53LaN14O2S as an isolated structure, with properties calculated with wB97M-V/def2-TZVPD.

The geometry in XYZ format:
```
114
Properties=species:S:1:pos:R:3:forces:R:3
La 0.71897 0.24054 -0.38047 -0.424 0.931 0.801
C 3.67381 3.60661 0.77002 -0.024 -0.189 -0.011
C 3.89649 2.88834 -0.56078 -0.083 0.154 0.021
C 2.87569 3.21622 -1.65994 0.012 0.036 0.148
N 2.08557 2.05786 -2.04763 -0.146 -0.240 -0.075
C 1.53839 2.11549 -3.22465 0.267 -0.158 0.015
C 1.43566 3.30026 -4.02357 -0.078 0.291 0.014
C 1.33798 3.46835 -5.38928 0.142 -0.177 0.014
C 1.40727 2.50873 -6.39404 0.035 0.010 -0.186
C 1.33449 1.13188 -6.18477 -0.152 0.158 0.096
C 0.99145 0.45248 -5.03786 0.092 -0.183 -0.130
C 0.79950 0.91546 -3.70139 -0.232 0.073 0.081
N 0.06738 0.32530 -2.80165 0.047 0.101 -0.447
C -1.04757 -0.49940 -3.21848 -0.248 0.036 -0.030
C -2.33087 0.29508 -2.92265 0.186 0.048 0.153
C -2.59186 0.53845 -1.42922 -0.036 0.058 -0.269
N -1.63861 1.38850 -0.73296 -0.139 0.068 0.053
C -1.96133 2.62453 -0.51239 -0.020 -0.254 0.051
C -3.03778 3.29064 -1.19378 -0.092 0.126 -0.209
C -3.85345 4.33050 -0.81130 0.104 -0.070 0.147
C -3.88274 5.01954 0.39892 -0.158 0.114 0.062
C -2.91474 4.90926 1.39370 0.024 -0.016 -0.235
C -1.69404 4.26879 1.37467 -0.082 0.082 0.318
C -1.08021 3.38078 0.43093 0.277 0.062 -0.181
N 0.18458 3.08339 0.39345 -0.086 -0.189 -0.168
C 1.11051 3.90692 1.15164 0.055 0.010 0.209
C 2.40805 3.17261 1.51742 -0.035 0.206 -0.224
H 3.65217 4.69206 0.60850 0.040 0.016 0.019
H 4.53820 3.39433 1.40638 0.000 0.036 0.004
H 3.87736 1.81235 -0.38991 0.082 -0.009 -0.017
H 4.90188 3.13120 -0.91704 0.000 -0.063 -0.033
H 3.40749 3.60335 -2.53769 -0.069 0.016 -0.012
H 2.20853 4.01933 -1.32054 0.020 0.009 -0.017
H 1.40554 4.21482 -3.43953 0.037 -0.022 -0.007
H 1.26441 4.49980 -5.72471 0.029 0.023 0.038
H 1.50672 2.85210 -7.41837 -0.003 0.022 0.024
H 1.48704 0.51267 -7.06463 -0.041 -0.042 0.013
H 0.89419 -0.62404 -5.13228 -0.010 0.014 0.021
H -1.04838 -1.44193 -2.66428 0.025 -0.019 -0.081
H -1.03064 -0.72238 -4.28929 0.087 -0.097 0.038
H -3.19078 -0.24586 -3.33521 -0.003 -0.001 0.008
H -2.25064 1.25524 -3.44305 -0.073 -0.030 -0.074
H -2.52516 -0.41949 -0.92177 -0.105 -0.075 0.010
H -3.60915 0.93385 -1.30945 0.005 -0.060 0.043
H -3.24212 2.88230 -2.17723 -0.008 -0.008 0.028
H -4.60827 4.61943 -1.53868 -0.020 -0.054 -0.016
H -4.71330 5.69330 0.58064 0.026 0.019 -0.036
H -3.12241 5.47066 2.30190 0.056 -0.003 0.027
H -1.10787 4.42388 2.27263 -0.016 0.006 -0.031
H 0.67465 4.28365 2.08186 0.004 -0.033 -0.036
H 1.34272 4.80156 0.55585 -0.035 0.020 0.033
H 2.24210 2.11350 1.34966 0.089 -0.062 0.202
H 2.58873 3.28450 2.58863 -0.034 -0.079 0.021
N 4.59409 -0.81325 -0.51101 0.015 0.095 -0.143
C 4.23483 -0.41836 0.75541 -0.153 0.017 0.426
N 5.12171 -0.27272 1.73481 0.101 -0.142 -0.249
N 4.38413 0.07656 2.79492 -0.094 0.103 0.107
N 3.13851 0.15259 2.47062 -0.084 -0.031 0.184
N 2.98791 -0.14844 1.15819 0.378 0.036 -0.301
C 3.72620 -1.43190 -1.38811 -0.215 -0.220 -0.232
N 4.15418 -2.13003 -2.42760 0.203 0.079 0.148
N 3.02610 -2.54835 -3.03272 -0.135 0.018 0.016
N 1.99310 -2.13166 -2.39443 -0.023 0.059 -0.211
N 2.38871 -1.40814 -1.31361 0.745 -0.323 -0.269
H 5.55751 -1.07955 -0.61912 0.024 0.009 0.011
O 2.02649 -2.81291 1.73738 -0.077 -0.349 -0.042
H 2.26708 -2.60873 0.82078 -0.038 0.135 0.209
H 2.30527 -2.03223 2.23046 0.041 0.068 -0.082
C 2.11235 1.07729 5.59288 -0.115 -0.012 0.067
C 0.75913 0.41953 5.84367 0.095 0.082 -0.084
C -0.25228 0.66525 4.72621 0.306 -0.288 -0.046
S 0.10458 -0.32958 3.20106 -0.688 0.149 0.889
O 0.20680 0.67884 2.09655 -0.065 0.141 -0.272
C -1.58148 -0.99640 3.04358 0.230 -0.057 -0.108
C -1.84631 -2.15947 3.99087 0.198 -0.060 0.023
C -0.79129 -3.26523 3.88349 -0.141 0.061 -0.017
H 2.81527 0.82119 6.38782 0.031 0.016 -0.032
H 2.00734 2.16538 5.57083 0.006 -0.009 -0.026
H 2.53339 0.75983 4.64158 0.081 -0.009 -0.075
H 0.34234 0.79776 6.78322 -0.077 -0.070 -0.017
H 0.89290 -0.66028 5.96590 -0.034 0.008 0.054
H -0.24172 1.70004 4.38018 -0.014 0.001 -0.079
H -1.25845 0.40376 5.05612 0.009 0.046 -0.067
H -1.61119 -1.30461 1.99141 -0.012 -0.074 -0.019
H -2.27807 -0.16636 3.17926 0.051 0.044 -0.019
H -2.82462 -2.57127 3.73884 -0.091 0.024 -0.027
H -1.90837 -1.80899 5.02901 -0.039 -0.002 -0.032
H -0.57627 -3.49077 2.83792 0.017 -0.020 -0.003
H -1.13735 -4.17631 4.37734 0.042 0.015 -0.006
H 0.15147 -2.96177 4.33940 0.033 -0.048 -0.002
N -0.93178 -1.73006 -0.01825 0.138 -0.129 -0.182
C -1.48881 -2.81597 -0.30244 -0.137 -0.047 0.063
C -0.92382 -3.90440 -1.18987 0.111 -0.004 0.035
C -1.73939 -4.61933 -2.06563 0.039 0.010 -0.028
C -1.20307 -5.60023 -2.88671 -0.067 -0.013 -0.073
C 0.15250 -5.89292 -2.82908 0.037 0.020 0.038
C 0.96757 -5.19780 -1.94678 0.021 -0.102 -0.011
C 0.43048 -4.21059 -1.13715 -0.127 -0.077 0.079
C -2.85951 -3.23342 0.25125 0.075 0.050 0.086
C -2.94482 -4.35849 1.07065 0.031 -0.016 0.018
C -4.14731 -4.74090 1.64571 -0.007 -0.031 0.081
C -5.30401 -4.01699 1.39039 -0.017 0.024 -0.018
C -5.24190 -2.92142 0.54122 -0.060 -0.009 -0.024
C -4.03352 -2.53678 -0.02381 0.079 0.062 0.035
H -2.80008 -4.39918 -2.11220 -0.012 -0.008 0.022
H -1.84457 -6.13910 -3.57538 -0.004 0.016 -0.005
H 0.57177 -6.65593 -3.47452 0.008 0.004 0.006
H 2.02812 -5.41294 -1.90102 -0.011 0.036 -0.014
H 1.04574 -3.66697 -0.43803 0.012 0.033 -0.026
H -2.05086 -4.94481 1.25184 0.029 0.017 0.012
H -4.18628 -5.60876 2.29507 0.025 0.007 -0.008
H -6.24504 -4.31089 1.84019 -0.003 0.000 -0.008
H -6.14048 -2.36085 0.30947 0.000 -0.006 0.014
H -4.01047 -1.68925 -0.69435 0.041 0.057 0.050
```
Forces are in eV/Å.

- Total energy: -3017.2810 Ha
- HOMO-LUMO gap: 5.746 eV
- Net charge: -2
- Strongest force on any atom: 0.0253 Eh/bohr

=====

Below is C43H56BClN3O4P2SSiV as an isolated structure, with properties calculated with wB97M-V/def2-TZVPD.

The geometry in XYZ format:
```
113
Properties=species:S:1:pos:R:3:forces:R:3
V 0.20619 -0.85739 1.63541 0.002 -1.863 -2.043
C -2.34284 -1.90711 3.22828 0.218 0.144 -0.064
P -2.11641 -0.61598 1.92445 -2.083 -0.135 0.110
C -3.31669 -0.89720 0.57772 0.223 -0.044 -0.203
C -4.69674 -0.90435 0.77571 0.009 -0.069 0.101
C -5.55399 -0.99137 -0.30704 -0.093 0.001 0.014
C -5.04394 -1.04631 -1.59938 0.095 -0.016 -0.004
C -3.67328 -1.04545 -1.80311 -0.089 -0.119 -0.053
C -2.80980 -0.98186 -0.71713 -0.010 -0.042 0.123
C -2.91133 0.85530 2.67536 0.212 0.187 -0.062
C -3.39694 0.92552 3.97597 0.019 -0.056 -0.042
C -4.01271 2.08430 4.43356 -0.026 0.078 0.022
C -4.13709 3.18655 3.60383 -0.011 -0.018 0.062
C -3.64371 3.12944 2.30663 0.003 0.022 -0.049
C -3.03867 1.97376 1.84765 0.011 -0.061 0.035
C -1.24804 -1.52010 4.17951 0.000 -0.096 0.242
C -1.21775 -1.31526 5.54448 -0.074 -0.090 -0.008
C 0.03962 -0.73530 5.83582 0.117 0.084 -0.106
C 0.71785 -0.63006 4.63524 -0.047 -0.071 0.262
C 2.09548 -0.06888 4.41803 0.192 -0.149 -0.219
P 2.03330 1.02550 2.89981 0.662 1.477 1.188
C 1.73453 2.57257 3.87561 -0.103 -0.066 -0.161
C 0.51044 2.77093 4.51696 0.038 0.013 -0.004
C 0.33185 3.85863 5.35763 -0.042 -0.060 0.003
C 1.37354 4.74824 5.58078 0.052 0.057 0.028
C 2.59973 4.54646 4.96556 -0.016 0.034 0.055
C 2.77610 3.46438 4.11458 -0.039 -0.095 -0.032
C 3.27119 1.69516 1.72347 0.001 -0.182 0.093
C 2.76382 2.71151 0.91740 -0.013 -0.054 0.068
C 3.51176 3.18724 -0.14838 0.039 0.047 -0.017
C 4.77237 2.67019 -0.39850 -0.013 0.003 0.014
C 5.29320 1.68764 0.43267 0.126 -0.018 0.037
C 4.54531 1.19317 1.48725 -0.069 0.015 0.150
N -0.06425 -1.12047 3.62464 0.146 0.018 0.437
H -2.15677 -2.87969 2.77208 -0.097 -0.023 -0.036
H -3.33002 -1.90510 3.68741 -0.025 0.044 -0.001
H -5.09848 -0.83049 1.78045 -0.011 0.033 -0.006
H -6.62628 -1.00195 -0.15277 0.012 0.014 0.040
H -5.71761 -1.08107 -2.44699 -0.010 -0.026 0.006
H -3.26572 -1.07270 -2.80562 0.026 -0.069 0.074
H -1.73414 -0.97359 -0.86491 -0.025 0.032 -0.059
H -3.28602 0.09092 4.65184 0.026 -0.034 -0.006
H -4.39254 2.12326 5.44732 0.014 -0.011 0.002
H -4.61348 4.08890 3.96734 0.007 0.003 -0.009
H -3.72549 3.99249 1.65766 0.003 -0.024 -0.021
H -2.64290 1.92560 0.84039 -0.015 0.071 -0.015
H -2.00080 -1.54445 6.25206 -0.029 0.000 -0.043
H 0.40660 -0.42255 6.80200 0.017 -0.016 -0.004
H 2.83814 -0.85099 4.28516 0.028 0.029 -0.078
H 2.36381 0.54634 5.27577 -0.018 0.090 -0.056
H -0.30325 2.07637 4.35241 -0.046 0.030 0.023
H -0.62588 4.01051 5.84021 -0.001 -0.006 -0.015
H 1.23019 5.59912 6.23580 -0.002 -0.007 0.000
H 3.41875 5.23178 5.14626 -0.004 0.003 -0.019
H 3.73110 3.30873 3.62689 0.008 0.081 0.020
H 1.77291 3.10331 1.10582 -0.026 0.008 -0.044
H 3.10051 3.95737 -0.78855 -0.021 -0.035 -0.008
H 5.34712 3.02128 -1.24630 0.007 0.024 0.014
H 6.28209 1.28696 0.24745 -0.015 0.000 -0.009
H 4.94117 0.40292 2.11101 -0.018 -0.066 -0.056
O -0.12945 1.92552 1.87088 0.235 -0.087 -0.032
N 0.55715 0.85712 2.05953 0.390 3.944 0.522
Cl 2.51940 -1.10539 1.79446 0.826 -0.801 -0.046
B 0.10012 -5.41445 1.37839 -0.013 -0.312 0.042
C -0.01986 -3.86863 1.28845 -0.107 0.406 -0.181
N -0.11125 -2.71312 1.24053 -0.199 -2.475 -0.331
H 0.46575 -5.65362 2.50927 -0.003 -0.033 0.030
H 0.92245 -5.77010 0.56463 0.026 0.013 -0.052
H -0.99361 -5.88499 1.14880 -0.041 -0.001 -0.006
C -0.63371 1.57348 -5.18193 0.011 -0.175 0.129
C -1.16590 1.30318 -3.77248 -0.128 0.082 -0.197
C -2.68904 1.41632 -3.76932 0.103 0.022 0.050
C -0.58331 2.31740 -2.78912 0.058 -0.239 0.043
O -0.86413 -0.05234 -3.41394 -0.177 0.111 -0.060
Si 0.50918 -0.72611 -2.79669 0.049 0.087 0.987
S 0.90564 -0.25619 -0.80615 -0.187 0.340 -0.090
O 1.69659 -0.14635 -3.77356 -0.039 0.084 -0.229
C 3.04249 -0.52630 -4.01899 0.270 -0.007 -0.023
C 3.08343 -1.30053 -5.33700 -0.084 0.061 0.087
C 3.61373 -1.37388 -2.88498 -0.097 0.071 0.018
C 3.83708 0.77125 -4.15681 -0.084 -0.037 0.053
O 0.41411 -2.34698 -2.88988 -0.218 -0.238 -0.338
C -0.25621 -3.40679 -3.56100 0.009 -0.213 -0.064
C -1.26493 -4.01997 -2.58972 0.122 0.151 -0.002
C -0.94635 -2.92488 -4.83593 0.129 0.124 0.094
C 0.80642 -4.45357 -3.89842 -0.053 0.079 0.104
H -0.90402 2.58132 -5.50369 0.010 0.003 -0.008
H -1.05478 0.84906 -5.88295 -0.016 0.026 -0.006
H 0.44924 1.46437 -5.18655 0.040 0.030 -0.041
H -2.99491 2.38731 -4.16362 -0.008 0.010 0.001
H -3.07123 1.31176 -2.75303 -0.019 0.029 -0.063
H -3.12686 0.63142 -4.38992 0.005 0.031 -0.015
H -0.93564 3.32166 -3.03846 0.023 -0.031 -0.041
H 0.50716 2.29833 -2.81945 0.022 0.034 0.013
H -0.88412 2.07171 -1.77087 -0.005 0.015 0.035
H 2.49147 -2.21084 -5.24627 -0.003 -0.018 -0.020
H 4.10952 -1.57214 -5.59304 0.001 -0.011 -0.006
H 2.66429 -0.69409 -6.14247 0.005 0.004 0.001
H 3.04374 -2.29802 -2.78001 0.036 -0.028 0.028
H 3.54488 -0.83154 -1.94060 0.015 -0.033 -0.004
H 4.65894 -1.61922 -3.08551 0.003 -0.005 -0.032
H 3.37305 1.40962 -4.91133 0.016 0.001 -0.008
H 4.86811 0.56573 -4.45242 0.012 0.005 0.021
H 3.83673 1.30128 -3.20305 0.002 0.025 0.007
H -2.12697 -3.36671 -2.46091 -0.058 0.051 0.026
H -0.78773 -4.15350 -1.61803 -0.027 -0.068 -0.008
H -1.60709 -4.99018 -2.95485 -0.042 0.013 0.002
H -1.56510 -2.05644 -4.61514 -0.089 -0.018 -0.006
H -1.56995 -3.71713 -5.25433 0.031 -0.022 -0.008
H -0.20537 -2.62451 -5.58151 -0.009 -0.002 -0.011
H 1.26628 -4.81560 -2.97760 0.015 -0.011 -0.019
H 1.58175 -4.01837 -4.52867 0.017 -0.006 -0.022
H 0.35768 -5.29804 -4.42541 0.004 -0.005 0.004
```
Forces are in eV/Å.

- Total energy: -4937.0870 Ha
- HOMO-LUMO gap (spin up / spin down): 7.333 / 6.770 eV
- Multiplicity: 4
- Net charge: -1
- ⟨S²⟩: 3.766
- Strongest force on any atom: 0.0777 Eh/bohr